{
  "formula": "C27H50GaOP2",
  "method": "the ωB97M-V functional and the def2-TZVPD basis",
  "total_charge": 1,
  "e_lumo_ev": [-5.74, -5.79],
  "energy_ev": -101802.94699,
  "e_above_lowest_kj_mol": 0.00,
  "homo_lumo_gap_ha": [0.1534, 0.1516],
  "spin_multiplicity": 1,
  "mol_weight_g_mol": 522.37,
  "fmax_ha_per_bohr": 0.0383,
  "homo_ev": [-9.916, -9.917],
  "species": ["Ga", "C", "C", "C", "C", "C", "C", "H", "H", "H", "C", "H", "H", "H", "C", "H", "H", "H", "C", "H", "H", "H", "C", "H", "H", "H", "C", "C", "C", "C", "C", "C", "C", "C", "H", "H", "H", "H", "H", "H", "H", "H", "H", "H", "H", "H", "P", "C", "C", "P", "C", "C", "C", "H", "H", "H", "H", "H", "H", "H", "H", "H", "H", "H", "H", "H", "H", "C", "C", "C", "C", "O", "H", "H", "H", "H", "H", "H", "H", "H", "H"],
  "positions_angstrom": [[-0.87432, 1.02525, -0.70411], [-0.58435, -3.08372, 2.08088], [0.71758, -3.52192, 1.71633], [0.92665, -1.53462, 2.84805], [-0.45322, -1.85167, 2.77122], [1.65261, -2.55920, 2.18146], [-1.85197, -3.80388, 1.84395], [-1.73356, -4.57149, 1.06823], [-2.64351, -3.10775, 1.53272], [-2.21220, -4.31443, 2.75210], [-1.54610, -1.04555, 3.34890], [-2.51365, -1.35281, 2.94083], [-1.40572, 0.01856, 3.11634], [-1.60485, -1.14055, 4.44390], [1.48239, -0.35664, 3.54504], [1.08626, -0.27671, 4.56828], [1.21416, 0.57472, 3.02243], [2.57354, -0.41591, 3.61829], [3.12165, -2.64469, 2.05948], [3.56892, -3.14666, 2.93323], [3.57714, -1.64700, 1.99215], [3.41499, -3.22127, 1.17175], [1.04238, -4.80448, 1.05415], [1.12134, -5.62189, 1.78847], [2.00565, -4.74636, 0.53287], [0.26194, -5.08948, 0.33621], [-1.50946, 1.75014, -2.33223], [-2.24640, 0.44453, -2.69755], [-1.31648, -0.50325, -3.47907], [-0.08542, -1.00869, -2.68805], [0.35357, -0.20373, -1.46034], [1.43672, 0.87362, -1.67603], [0.99149, 2.25426, -2.30746], [-0.29978, 2.21033, -3.15685], [-0.94998, 0.00769, -4.38247], [0.77069, -1.10953, -3.38122], [-1.88083, -1.36291, -3.86610], [-0.12618, 1.64467, -4.07666], [-2.19492, 2.58346, -2.14218], [-3.15905, 0.69159, -3.26906], [-0.49440, 3.23636, -3.50504], [0.84644, 2.98858, -1.49605], [2.13323, 0.48206, -2.43805], [1.84278, 2.63939, -2.89514], [-0.29081, -2.04214, -2.35951], [0.64767, -0.91105, -0.67443], [-3.09162, -0.47827, -1.15582], [-4.86756, -0.04056, -1.15266], [-3.08188, -2.26922, -1.50945], [4.13399, 0.81608, -0.21417], [2.25322, 1.06261, -0.33489], [4.31444, -0.63647, -1.33629], [4.69353, 2.15902, -1.34240], [-4.99449, 0.79349, -0.44365], [-5.45751, -0.89809, -0.79476], [-5.20163, 0.26241, -2.15676], [-2.83278, -2.49819, -2.55238], [-4.07269, -2.69511, -1.28865], [-2.34571, -2.75723, -0.84792], [4.41506, 1.94609, -2.38308], [5.78769, 2.20721, -1.24897], [4.26978, 3.12099, -1.02228], [2.04964, 2.06875, 0.06090], [1.87052, 0.36315, 0.42523], [4.97525, -1.33794, -0.80687], [4.79781, -0.32808, -2.27187], [3.35308, -1.12462, -1.54623], [-0.61058, 3.19076, 2.73525], [-1.00880, 3.06976, 1.26980], [-2.52891, 3.15871, 1.11655], [-0.33345, 4.15034, 0.42475], [-0.53708, 1.76513, 0.90119], [0.47543, 3.07952, 2.83540], [-1.08833, 2.39231, 3.31791], [-0.91269, 4.16237, 3.14444], [-2.88882, 4.06697, 1.62116], [-2.83382, 3.22353, 0.06042], [-3.01358, 2.28066, 1.56498], [0.75681, 4.00230, 0.41945], [-0.71634, 4.14857, -0.60679], [-0.54063, 5.14780, 0.83873]],
  "forces_ev_per_angstrom": [[-0.7, 0.3, 1.8], [-0.3, -0.1, 0.1], [0.1, -0.4, -0.1], [0.0, 0.2, 0.1], [0.0, 0.2, 0.2], [0.2, 0.1, 0.2], [-0.3, -0.2, -0.3], [-0.1, 0.2, 0.2], [0.2, -0.2, 0.1], [0.2, 0.2, -0.1], [-0.4, 0.2, -0.1], [0.1, 0.1, 0.1], [0.1, -0.2, 0.0], [0.2, 0.0, -0.2], [0.4, 0.1, 0.2], [0.0, 0.0, -0.3], [-0.1, -0.2, 0.0], [-0.2, 0.1, -0.1], [0.4, 0.1, -0.3], [-0.2, 0.1, -0.1], [-0.1, -0.2, 0.0], [-0.1, 0.2, 0.3], [0.1, -0.1, -0.3], [0.0, 0.2, -0.1], [-0.3, -0.1, 0.1], [0.2, 0.0, 0.2], [-1.1, 0.7, 0.3], [-1.3, -0.5, -0.9], [-0.1, -0.1, -0.4], [0.0, -0.2, 0.0], [0.5, -1.1, 0.4], [1.7, -0.1, -0.4], [0.2, -0.2, 0.4], [0.4, 0.6, -0.1], [-0.4, -0.1, 0.3], [-0.3, 0.1, 0.1], [0.1, 0.2, 0.1], [-0.1, 0.0, 0.2], [-0.1, -0.3, -0.5], [0.4, -0.3, -0.3], [0.1, -0.2, 0.1], [0.0, -0.3, -0.3], [-0.1, -0.1, 0.2], [-0.3, -0.2, 0.2], [0.0, 0.3, 0.0], [0.6, 0.1, -0.3], [1.4, 1.0, -0.1], [0.0, 0.4, -0.1], [0.1, -0.6, 0.0], [-1.4, 0.4, -0.4], [0.1, 0.2, -0.1], [0.5, -0.3, 0.2], [0.2, 0.0, 0.1], [-0.1, -0.3, -0.4], [0.2, 0.3, -0.2], [-0.1, -0.1, 0.4], [-0.1, 0.0, 0.3], [0.3, 0.1, -0.1], [-0.2, 0.1, -0.4], [0.1, 0.2, 0.2], [-0.3, 0.2, -0.2], [0.2, -0.2, -0.1], [0.1, -0.3, 0.1], [-0.1, 0.2, -0.2], [-0.2, -0.1, -0.4], [-0.2, -0.3, 0.2], [0.3, 0.1, 0.0], [-0.1, 0.3, 0.1], [0.0, -0.5, 0.0], [-0.1, 0.2, 0.1], [0.0, 0.3, 0.1], [-0.1, 0.1, 0.2], [-0.1, 0.1, 0.0], [0.0, 0.2, -0.1], [0.1, -0.2, 0.0], [-0.1, -0.2, -0.1], [0.1, -0.1, 0.3], [0.1, 0.2, 0.0], [-0.3, 0.1, 0.0], [0.2, -0.1, 0.3], [0.0, -0.2, -0.1]]
}